(1)
Here is a structure of composition C32H47ClCoN4O8P2S at a distorted geometry from the OMol25 dataset. Energies are from ωB97M-V with the def2-TZVPD basis set.

Computed properties:
energy relative to the best compared isomer or geometry (same formula, charge and spin) = 29.6 kcal per mole
2S+1 = 4
HOMO energy (alpha / beta) = -7.4 / -7.4 eV
frontier orbital gap (alpha / beta) = 7.79 / 7.78 eV

Geometry as XYZ:
```
96
Properties=species:S:1:pos:R:3:forces:R:3
Co -0.852255 -0.836927 -1.273714 0.025 0.130 0.631
C -1.982649 1.423200 5.973873 -0.029 -0.521 0.881
C -1.602184 2.097624 4.681884 -0.212 -1.510 -1.376
C -1.004256 3.454044 4.915235 -0.558 -0.553 1.721
O -0.611693 1.265048 3.990597 0.715 -0.786 -0.740
P -0.990732 0.247655 2.791372 0.466 -0.704 1.403
O -1.653836 0.804175 1.593481 0.188 -0.114 0.535
C 0.592776 -0.666906 2.528137 0.066 2.544 0.045
P 1.649962 -0.082611 1.201882 -1.232 1.002 -0.984
O 1.122033 -0.308825 -0.204223 1.016 0.473 1.645
O 3.051465 -0.670116 1.652340 0.339 -0.626 -0.938
C 3.692971 -1.760570 0.828154 -0.434 0.418 0.696
C 2.597145 -2.845395 0.661059 1.274 0.096 0.751
C 4.978011 -2.145947 1.586154 -0.785 0.299 -0.255
O 1.788698 1.445049 1.655953 -0.962 -1.830 0.374
C 2.398240 2.589754 1.135306 1.085 1.213 0.153
C 3.090576 2.366928 -0.210906 0.834 0.546 -0.509
C 1.348314 3.668483 1.044675 -1.064 -0.038 -0.403
O -1.847658 -0.853359 3.604277 0.510 0.598 -0.559
C -2.768269 -1.729373 2.883053 0.012 -1.012 0.833
C -4.025436 -1.665753 3.723895 -0.727 -1.444 -1.199
C -2.230398 -3.188853 2.866235 -0.279 1.723 0.498
H -2.721701 2.008102 6.547003 -0.115 -0.272 -0.534
H -1.111274 1.458119 6.633176 0.145 -0.351 -0.078
H -2.304566 0.356616 5.850473 0.187 1.109 0.014
H -2.423837 2.004632 3.962162 -0.404 1.079 0.384
H -0.306355 3.352584 5.767801 0.049 0.070 -0.573
H -1.822483 4.036801 5.339326 0.068 0.547 -0.366
H -0.514051 3.904929 4.084848 0.087 0.341 -0.675
H 0.408932 -1.700754 2.414653 -0.219 -1.106 -0.045
H 1.251676 -0.417253 3.367079 -0.400 -0.467 0.329
H 3.934802 -1.184150 -0.063155 0.027 -0.656 -0.462
H 2.229530 -3.138113 1.648598 0.247 0.005 0.115
H 2.928151 -3.761270 0.178099 0.205 0.053 -0.163
H 1.745533 -2.452485 0.151449 -0.351 0.094 -0.587
H 4.672038 -2.522353 2.561941 0.225 0.109 0.145
H 5.660901 -1.284864 1.677980 -0.411 -0.309 0.095
H 5.515497 -2.944126 1.081137 -0.072 -0.092 -0.218
H 3.082966 2.956182 1.970322 -0.274 -0.686 -1.258
H 2.726010 1.553858 -0.837112 -0.698 -0.030 0.309
H 4.158230 2.150316 -0.149450 0.079 0.136 0.406
H 2.999255 3.282039 -0.821040 0.067 -0.304 0.251
H 0.775168 3.668120 0.106731 -0.183 -0.715 0.379
H 1.761176 4.646455 0.969192 0.863 0.839 0.463
H 0.703050 3.611631 1.933265 0.012 0.102 -0.406
H -2.810080 -1.321682 1.868410 -0.513 -0.336 0.073
H -3.747384 -1.895132 4.743929 -0.023 0.238 0.308
H -4.744318 -2.471645 3.410120 0.591 0.707 0.157
H -4.520884 -0.727451 3.610277 -0.357 0.775 0.274
H -2.184210 -3.665286 3.839555 -0.327 0.169 0.343
H -1.241271 -3.066221 2.525274 1.154 -0.559 -0.660
H -2.803097 -3.786632 2.185239 -0.179 -0.296 -0.429
C 5.651300 -1.619265 -2.982224 -0.592 1.485 -0.838
C 4.187709 -1.636400 -3.392598 -1.063 -0.149 -0.617
C 3.555119 -1.078179 -4.547674 -1.169 -1.403 2.008
C 2.158656 -1.267139 -4.778124 0.299 0.663 -1.089
C 1.365521 -1.990218 -3.902623 1.524 -1.056 0.517
C 2.033679 -2.620012 -2.837973 -1.656 0.485 0.181
C 3.367787 -2.402853 -2.563919 -0.724 0.324 -0.262
S -0.402628 -2.173099 -4.028129 -0.254 2.386 -2.479
O -0.857116 -3.287415 -3.284443 0.120 -1.009 0.600
O -0.718449 -2.071818 -5.458483 0.509 -0.658 1.470
N -0.925203 -0.837694 -3.251327 0.436 0.569 -1.277
C -1.138136 0.391774 -3.946453 -0.311 -0.420 1.391
C -1.411596 0.605114 -5.271735 0.328 -1.755 -1.613
C -1.847809 1.817395 -5.826687 0.396 -1.488 -0.611
C -2.162704 2.841620 -5.025844 0.740 -0.671 1.810
C -1.878024 2.732266 -3.622892 1.113 -0.506 -0.394
C -2.011114 3.795778 -2.708319 -0.969 -0.402 0.250
C -1.669726 3.583859 -1.402732 -0.803 1.148 0.403
C -1.187425 2.331649 -0.916178 0.281 2.126 1.581
N -0.955056 1.368046 -1.718484 -0.548 -1.487 -2.857
C -1.273216 1.544653 -3.095223 -0.287 -0.299 0.787
H 5.718459 -1.569274 -1.895086 0.085 0.257 -0.026
H 6.183766 -0.764840 -3.465087 -0.138 -0.774 0.491
H 6.075631 -2.562276 -3.264480 0.522 -0.399 -0.348
H 4.090528 -0.477645 -5.213115 0.852 0.736 -1.029
H 1.675037 -0.871964 -5.708044 0.635 -0.154 0.977
H 1.358676 -3.169773 -2.176983 0.551 -0.103 0.157
H 3.710262 -2.732013 -1.605390 0.509 -0.505 0.077
H -1.346089 -0.246969 -5.988385 0.045 0.860 0.953
H -1.931666 1.781986 -6.921750 -0.276 0.546 0.575
H -2.544418 3.702815 -5.435286 -0.854 2.115 -0.559
H -2.588338 4.694605 -2.985905 0.730 -0.337 0.027
H -1.949616 4.433872 -0.766694 0.542 -0.671 0.360
H -0.980295 2.183750 0.177392 -0.327 0.074 -1.306
Cl -0.753349 -2.809945 -0.007128 0.126 0.205 -0.179
N -4.988234 -0.060371 -0.345092 1.557 0.069 -0.510
C -4.986534 -1.424494 -0.319237 -0.262 -0.995 0.535
C -3.753784 -1.870152 -0.681211 0.074 -0.563 0.730
N -2.978433 -0.787922 -0.959609 -0.193 2.171 0.229
C -3.721867 0.311744 -0.747719 -0.415 -1.965 -0.041
H -5.697126 0.515787 0.071339 0.000 0.196 -0.270
H -5.799765 -2.009836 0.058067 -0.349 0.071 -0.001
H -3.301118 -2.871675 -0.530499 -0.542 0.877 -0.676
H -3.411529 1.318252 -0.913989 0.031 0.307 0.076
```
Positions in Å, forces in eV/Å.


(2)
Here is the molecule C3H2N2O3 at a distorted geometry from the OMol25 dataset. Energies are from ωB97M-V with the def2-TZVPD basis set.

Computed properties:
energy relative to the best compared isomer or geometry (same formula, charge and spin) = 111.4 kcal per mole
2S+1 = 1
HOMO energy = -10.5 eV
frontier orbital gap = 9.67 eV

Geometry as XYZ:
```
10
Properties=species:S:1:pos:R:3:forces:R:3
O -0.681035 1.980366 -0.474797 1.249 2.020 -1.451
C -0.372988 0.910653 -0.118258 -1.667 -2.388 3.275
C -1.457890 0.011903 0.529536 -1.689 2.748 0.420
N -1.217638 -1.232373 0.480291 1.300 1.005 0.475
C 0.238242 -1.177864 0.101888 -1.296 -3.660 0.073
O 0.904288 -2.089624 -0.264275 -0.937 -0.636 0.573
N 0.761782 0.091499 0.162601 0.603 1.510 -2.805
O 1.768224 -0.024134 -0.865711 2.548 4.988 2.336
H -2.331438 0.757068 0.957669 1.507 -2.805 -1.147
H 2.388454 0.772506 -0.508943 -1.616 -2.781 -1.748
```
Positions in Å, forces in eV/Å.